No. 1
Here is a structure of composition C3H7N3O2 in a non-equilibrium geometry from the Open Molecules 2025 dataset. Energies are from the ωB97M-V functional and the def2-TZVPD basis.

Geometry as XYZ:
```
15
Properties=species:S:1:pos:R:3:forces:R:3:lowdin_charge:R:1
C -1.917041 1.176364 0.574885 -2.06 1.01 3.35 -0.090
C -0.634239 0.653191 -0.145758 -1.96 -0.15 0.22 -0.467
C 1.781132 0.954020 -0.219624 -10.28 -5.04 0.90 -0.042
H -2.425057 0.182086 1.146405 1.56 3.06 -1.50 0.100
H -2.877650 1.606664 -0.112016 3.22 -1.09 1.63 0.117
H -1.671925 2.091818 1.588331 -0.65 -2.93 -3.58 0.152
H -1.868726 -1.926439 -0.952050 -0.64 -0.17 0.71 0.079
H 2.549583 1.547564 -0.399439 3.60 2.29 -0.85 0.068
H 3.017713 -0.549175 0.174442 -0.78 -0.40 -0.01 0.147
H 0.690394 -1.637268 -0.045717 -0.36 0.21 0.42 0.104
N -0.746980 -0.533830 -0.639014 -0.25 -0.97 0.49 0.014
N 0.502637 1.435751 -0.381813 2.99 -0.50 0.96 0.076
N 1.999273 -0.415137 0.075633 6.64 6.38 -2.63 -0.127
O -1.946123 -1.369435 -0.154028 2.03 1.43 -2.01 -0.119
O 1.311378 -1.308589 0.648952 -3.06 -3.13 1.92 -0.012
```
Forces are in eV/Å.

Results
frontier orbital gap: 0.345 hartree

No. 2
Here is an isolated molecule of C3H7N3O2 in a non-equilibrium geometry from the Open Molecules 2025 dataset. Energies are from the ωB97M-V functional and the def2-TZVPD basis.

Geometry as XYZ:
```
15
Properties=species:S:1:pos:R:3:forces:R:3:lowdin_charge:R:1
N 0.953346 -0.873337 -2.138726 0.90 -0.40 0.12 0.001
C 0.542788 -0.120141 -0.926894 -0.83 -0.11 -2.72 -0.185
C 0.334474 -0.932130 0.323240 0.04 0.21 -0.75 -0.555
O 0.938646 -1.873982 0.706730 2.22 -2.35 -0.27 0.116
N -0.751378 -0.584123 0.989990 -4.37 2.31 2.03 0.138
C -1.268587 0.745359 1.039482 2.22 -0.11 0.47 -0.638
N -0.296847 1.668561 1.305601 4.08 0.69 0.64 0.136
O -2.418505 1.007514 0.969300 -2.20 0.26 -0.22 0.104
H 1.899250 -1.277440 -2.142408 -0.33 0.78 0.58 0.076
H 0.409598 -1.701600 -2.354516 -0.64 0.34 0.39 0.067
H 1.216931 0.702913 -0.791269 0.58 0.24 0.14 0.101
H -0.436862 0.374769 -1.246696 1.19 -0.68 0.71 0.142
H -1.441771 -1.198045 1.436421 1.14 -0.26 -0.31 0.180
H 0.768274 1.354647 1.519440 -3.83 1.01 -0.71 0.182
H -0.449356 2.707037 1.310305 -0.18 -1.92 -0.10 0.134
```
Forces are in eV/Å.

Results
SMILES: NCC(=O)NC(N)=O
frontier orbital gap: 0.375 hartree

No. 3
Here is an isolated molecule of C3H7N3O2 in a non-equilibrium geometry from the Open Molecules 2025 dataset. Energies are from the ωB97M-V functional and the def2-TZVPD basis.

Geometry as XYZ:
```
15
Properties=species:S:1:pos:R:3:forces:R:3:lowdin_charge:R:1
C 2.589021 -1.004987 -0.049473 0.85 0.06 -0.63 -0.122
N 1.289665 -0.367305 0.001601 0.85 -0.62 0.69 -0.007
C 1.321025 0.872546 -0.146503 1.49 0.70 -0.36 -0.241
N 0.184611 1.620132 -0.110878 -0.54 2.08 0.73 -0.005
O -0.807791 0.963392 0.612527 -0.75 -0.86 -0.40 -0.088
C -1.764067 0.467044 -0.274100 -0.26 0.39 0.62 -0.210
N -2.122239 -0.741328 -0.346680 0.64 0.09 -0.57 0.014
O -1.328803 -1.703885 0.230540 0.21 0.02 0.44 -0.069
H 3.454577 -0.303645 -0.108649 -0.61 -0.09 -0.07 0.076
H 2.592116 -1.588691 -0.965342 0.28 -0.43 0.04 0.077
H 2.825190 -1.641709 0.803432 -0.54 -0.11 0.00 0.076
H 2.255070 1.471841 -0.372541 -0.95 -0.58 0.27 0.154
H 0.297900 2.523625 0.381081 0.15 -0.64 -0.70 0.155
H -2.276260 1.252125 -0.832001 -0.13 -0.41 0.11 0.125
H -0.395971 -1.377708 0.361646 -0.70 0.39 -0.17 0.066
```
Forces are in eV/Å.

Results
SMILES: C/N=C/NO/C=N\O
frontier orbital gap: 0.370 hartree

No. 4
Here is an isolated molecule of C3H7N3O2 in a non-equilibrium geometry from the Open Molecules 2025 dataset. Energies are from the ωB97M-V functional and the def2-TZVPD basis.

Geometry as XYZ:
```
15
Properties=species:S:1:pos:R:3:forces:R:3:lowdin_charge:R:1
C 1.567390 0.690916 0.121549 0.77 -0.09 3.43 -0.002
C 0.580381 -0.358156 1.087986 2.78 0.44 -3.74 -0.428
O 1.046439 -0.980419 2.005890 -1.03 0.60 0.02 0.085
N -0.555148 -0.480836 0.369543 1.19 -0.25 0.53 -0.075
N -1.375370 -1.637103 0.567205 -0.49 0.20 -0.60 0.093
C -0.398864 0.148845 -1.002465 -4.08 -2.58 -1.08 -0.520
N -0.995062 1.404597 -1.046671 0.61 0.45 0.03 0.142
O -0.312210 -0.563061 -1.992781 0.60 1.24 2.01 0.104
H 2.545140 0.431295 0.536140 -0.06 0.22 0.39 0.070
H 1.851974 0.774956 -0.928968 -1.27 -0.61 -0.29 0.081
H 1.296056 1.672500 0.515307 0.37 0.20 -0.26 0.062
H -1.075107 -2.350164 -0.098930 0.13 0.09 0.22 0.090
H -1.201779 -1.975415 1.515358 0.15 0.24 -0.33 0.089
H -1.069980 1.876227 -0.156554 -0.01 -0.24 0.02 0.095
H -1.903859 1.345820 -1.492607 0.35 0.10 -0.36 0.114
```
Forces are in eV/Å.

Results
SMILES: CC(=O)N(N)C(N)=O
frontier orbital gap: 0.357 hartree

No. 5
Here is an isolated molecule of C3H7N3O2 in a non-equilibrium geometry from the Open Molecules 2025 dataset. Energies are from the ωB97M-V functional and the def2-TZVPD basis.

Geometry as XYZ:
```
15
Properties=species:S:1:pos:R:3:forces:R:3:lowdin_charge:R:1
C -0.767608 -0.373101 0.465523 2.02 -1.11 0.10 -0.139
C 0.902697 1.014103 -0.537181 -0.39 1.42 0.09 -0.202
C -2.167072 -0.486716 -0.012036 0.48 0.48 0.79 -0.127
N -0.033443 -1.462898 0.279472 -1.92 0.39 -0.29 -0.088
N 2.125029 -0.831945 -0.385057 0.77 -0.22 1.58 0.039
N 0.602999 2.290545 -0.177062 2.02 -1.48 0.00 0.071
O 2.065192 0.554853 0.006575 -1.14 0.11 -0.41 -0.117
O 1.292761 -1.587664 0.593069 0.93 1.07 0.18 -0.116
H -2.428768 -1.268062 -0.749664 -0.18 -0.08 0.73 0.077
H -2.650985 -0.410121 0.993486 -0.47 -0.82 -0.89 0.093
H -2.419392 0.477360 -0.429950 -0.10 0.28 -0.37 0.055
H -0.372145 -2.341300 -0.099853 0.06 -0.02 -0.41 0.146
H 3.047558 -1.036976 0.080650 -0.95 -0.18 -0.74 0.142
H -0.310788 2.518876 -0.447284 -0.99 0.70 -0.35 0.060
H 1.113969 2.943040 0.419312 -0.14 -0.55 0.00 0.107
```
Forces are in eV/Å.

Results
frontier orbital gap: 0.307 hartree

No. 6
Here is a structure of composition C3H7N3O2 in a non-equilibrium geometry from the Open Molecules 2025 dataset. Energies are from the ωB97M-V functional and the def2-TZVPD basis.

Geometry as XYZ:
```
15
Properties=species:S:1:pos:R:3:forces:R:3:lowdin_charge:R:1
C 2.194212 -0.010399 0.082104 -0.23 2.27 2.74 -0.202
C -1.282739 -0.547175 0.003408 -5.62 -2.36 -0.22 -0.404
C -0.800990 1.598103 -0.223088 -0.92 1.20 3.87 -0.208
H 2.550589 0.721534 -1.138183 -0.46 -2.26 4.51 0.179
H 1.685488 0.713651 1.117665 1.77 -1.55 -3.64 0.112
H 3.095199 -0.617110 0.857703 -2.53 1.32 -3.44 0.113
H 0.341004 0.079710 -1.108938 4.07 -3.29 1.12 0.164
H -0.237693 -2.219595 0.568047 1.10 3.17 -1.22 0.212
H -3.001343 -1.490349 0.854001 1.24 0.60 -0.47 0.034
H -1.362316 2.484588 -0.951593 2.45 -1.48 2.70 0.225
N 1.058054 -0.773572 -0.522807 -2.04 2.81 -2.96 -0.195
N -0.068358 -1.170094 0.215554 -2.51 -2.92 2.59 -0.036
N -2.668937 -0.731228 0.219001 5.75 0.18 -0.22 0.101
O -1.169841 0.504295 -0.968425 0.72 0.29 2.06 -0.070
O -0.332329 1.457635 0.995557 -2.80 2.01 -7.42 -0.026
```
Forces are in eV/Å.

Results
frontier orbital gap: 0.316 hartree

No. 7
Here is an isolated molecule of C3H7N3O2 in a non-equilibrium geometry from the Open Molecules 2025 dataset. Energies are from the ωB97M-V functional and the def2-TZVPD basis.

Geometry as XYZ:
```
15
Properties=species:S:1:pos:R:3:forces:R:3:lowdin_charge:R:1
C 0.324058 0.474765 0.124433 -0.77 -0.86 2.01 -0.479
C 2.850630 0.285388 -0.095499 -2.97 -0.89 0.97 -0.030
C 1.467534 -0.311566 -0.383391 1.17 1.55 1.05 -0.127
N -4.191983 -0.388770 0.347727 -1.34 0.83 0.37 0.037
N -3.025883 -0.301795 -0.138710 2.15 -0.42 1.30 -0.186
N -1.998195 0.191932 0.449838 -0.11 1.40 1.22 0.053
O 0.368901 1.247188 1.025290 0.03 1.05 -0.01 0.138
O -0.851718 -0.086525 -0.300004 -0.58 -0.74 -1.63 -0.037
H 2.714150 1.101102 0.539649 -0.07 1.11 1.57 0.062
H 3.478449 -0.439214 0.316225 1.18 -0.92 0.49 0.069
H 3.175215 0.702076 -0.937449 2.02 1.37 -3.58 0.034
H 1.269687 -0.608132 -1.337426 -0.15 -0.43 -3.08 0.089
H 1.484108 -1.223725 0.104005 -0.69 -1.90 1.47 0.105
H -4.344545 0.206624 1.241049 1.18 -1.14 -1.87 0.098
H -2.720405 -0.849354 -0.955737 -1.05 -0.01 -0.28 0.175
```
Forces are in eV/Å.

Results
frontier orbital gap (alpha / beta): 0.343 / 0.343 hartree

No. 8
Here is an isolated molecule of C3H7N3OS in a non-equilibrium geometry from the Open Molecules 2025 dataset. Energies are from the ωB97M-V functional and the def2-TZVPD basis.

Geometry as XYZ:
```
15
Properties=species:S:1:pos:R:3:forces:R:3:lowdin_charge:R:1
H 2.796120 -0.531916 -0.932210 -0.45 0.10 0.71 0.063
N 2.123416 -0.986809 -0.297945 0.23 -1.08 -1.15 0.117
C 0.980732 -0.454613 -0.289973 -0.02 0.17 3.20 -0.344
C 0.755088 1.015420 -0.572042 0.79 1.92 1.61 -0.179
O 0.253133 1.705728 0.641014 4.36 -1.29 1.33 -0.138
N -0.067315 -1.140973 0.550048 7.09 0.08 -4.23 -0.043
N -1.188529 -0.544693 0.708756 -4.26 2.13 5.98 -0.182
C -2.202933 -0.562693 -0.174904 2.94 -1.58 -3.58 -0.828
S -3.640996 0.097692 -0.212632 -1.42 0.67 0.59 0.613
H 0.069055 1.122062 -1.323179 -2.31 0.49 -1.68 0.071
H 1.598676 1.716061 -0.902509 -0.36 -2.02 0.23 0.147
H 1.158619 1.628869 1.255760 -3.78 0.56 -2.06 0.183
H 0.417449 -1.923456 1.004069 -1.41 0.10 0.25 0.150
H -1.312220 -0.108455 1.777782 -0.26 -1.04 -3.99 0.236
H -1.740296 -1.032221 -1.232042 -1.14 0.79 2.77 0.135
```
Forces are in eV/Å.

Results
SMILES: [H]/N=C(\CO)NNC=S
frontier orbital gap: 0.331 hartree